{
  "formula": "C2HF2O3",
  "method": "ωB97M-V/def2-TZVPD",
  "smiles": "O=C([O-])C(O)(F)F",
  "total_charge": -1,
  "relative_energy_kj_mol": 0.0,
  "species": ["O", "C", "O", "C", "O", "F", "F", "H"],
  "positions_angstrom": [[-1.5149, -1.5949, 0.0054], [-0.4125, -1.1896, -0.0528], [0.7032, -1.6502, -0.1942], [-0.1422, 0.6901, -0.0308], [1.2475, 1.0230, -0.0622], [-0.7024, 1.2187, 1.0978], [-0.6759, 1.2409, -1.1816], [1.4972, 0.2620, 0.4183]],
  "forces_ev_per_a": [[-3.272, -0.661, 0.344], [2.868, 3.566, -0.478], [1.415, -0.856, 0.194], [0.732, -2.391, -1.122], [-2.825, 0.874, -0.244], [-0.330, 0.812, -0.459], [-0.185, 0.415, 1.104], [1.597, -1.758, 0.661]]
}

{
  "formula": "C2HF3I2",
  "method": "ωB97M-V/def2-TZVPD",
  "spin_multiplicity": 3,
  "relative_energy_kj_mol": 219.4,
  "species": ["C", "C", "F", "F", "F", "I", "I", "H"],
  "positions_angstrom": [[0.6801, 0.2481, -0.5283], [0.4150, 0.9405, 0.5390], [0.0477, 0.4182, -1.7154], [-0.3147, 2.0317, 0.7149], [1.0312, 0.5948, 1.6770], [1.8868, -1.4715, -0.3495], [-2.3952, -1.4776, 0.4514], [-1.3509, -1.2842, -0.7892]],
  "forces_ev_per_a": [[-1.614, 1.049, -2.928], [-0.029, 1.930, 2.689], [0.181, 0.443, 0.742], [0.112, -0.698, 0.018], [-0.733, 0.790, -0.543], [2.270, -3.399, 0.040], [0.295, 0.028, -0.387], [-0.482, -0.143, 0.369]]
}

{
  "formula": "C2HF3IN",
  "method": "ωB97M-V/def2-TZVPD",
  "relative_energy_kj_mol": 263.4,
  "species": ["C", "C", "N", "F", "F", "F", "I", "H"],
  "positions_angstrom": [[0.0947, 0.9786, 0.2287], [-0.4707, -1.1402, -0.2832], [1.1390, 0.8579, 0.7162], [0.5178, -1.6903, 0.4503], [-0.4045, -1.3815, -1.5429], [-1.6293, -1.4631, 0.2556], [-1.2916, 2.3521, -0.5168], [2.0446, 1.4865, 0.6920]],
  "forces_ev_per_a": [[-5.186, -3.354, -2.937], [1.228, 4.210, 3.634], [7.637, 1.546, 1.408], [-0.593, -0.399, -1.158], [0.104, -0.738, -1.087], [-0.407, -0.484, -0.397], [0.050, 0.392, -0.066], [-2.834, -1.174, 0.602]]
}

{
  "formula": "C2HF3NP",
  "method": "ωB97M-V/def2-TZVPD",
  "smiles": "N#CC(F)(F)PF",
  "relative_energy_kj_mol": 15.0,
  "species": ["N", "C", "C", "F", "F", "P", "F", "H"],
  "positions_angstrom": [[-1.7627, 2.0196, 0.5907], [-1.0862, 1.2650, 0.0531], [-0.4017, -0.0317, -0.1883], [-1.2806, -1.0135, 0.3839], [-0.3032, -0.2849, -1.4884], [1.2420, -0.3459, 0.7535], [1.4211, -1.8321, 0.1156], [2.1713, 0.2235, -0.2201]],
  "forces_ev_per_a": [[0.154, 0.525, -0.325], [-0.018, -0.856, 0.735], [-0.675, -0.757, 0.922], [1.196, 1.229, -0.864], [-0.046, -0.196, -0.503], [0.442, -0.612, -0.979], [-0.186, 0.496, 0.535], [-0.867, 0.169, 0.479]]
}

{
  "formula": "C2HF3NP",
  "method": "ωB97M-V/def2-TZVPD",
  "relative_energy_kj_mol": 201.6,
  "species": ["C", "C", "N", "F", "F", "F", "P", "H"],
  "positions_angstrom": [[1.0939, 1.2749, -0.2499], [0.3501, -0.7433, -0.3582], [1.3825, 2.3576, -0.0128], [0.3703, -1.1063, -1.6429], [1.3299, -1.3638, 0.3029], [-1.0473, 0.2853, 1.7177], [-1.3859, -0.8063, 0.5767], [-2.0935, 0.1019, -0.3335]],
  "forces_ev_per_a": [[-1.736, -4.029, -0.322], [1.323, 2.465, 0.094], [0.305, 0.868, 0.087], [-0.156, 0.443, 1.394], [-1.072, 0.376, -0.629], [-0.115, -0.746, -0.723], [0.673, 1.220, -0.301], [0.779, -0.597, 0.400]]
}

{
  "formula": "C2HF3O",
  "method": "ωB97M-V/def2-TZVPD",
  "smiles": "O=CC(F)(F)F",
  "relative_energy_kj_mol": 366.7,
  "species": ["O", "C", "C", "F", "F", "F", "H"],
  "positions_angstrom": [[-1.8430, -0.3082, 0.1935], [-0.7021, 0.5355, -0.3186], [0.5468, -0.2350, 0.1551], [0.1421, -0.7465, 1.2706], [0.6212, -1.3336, -0.7322], [1.7638, 0.3683, 0.2501], [-0.5288, 1.7195, -0.8185]],
  "forces_ev_per_a": [[6.842, 7.096, -4.710], [-5.591, -2.407, 2.766], [-0.742, -1.605, -2.071], [1.765, -0.464, 2.163], [0.825, 1.715, 0.760], [-1.752, -0.582, -0.226], [-1.347, -3.754, 1.317]]
}

{
  "formula": "C2HF4IO",
  "method": "ωB97M-V/def2-TZVPD",
  "smiles": "FC(F)=C(F)F.OI",
  "relative_energy_kj_mol": 243.9,
  "species": ["F", "C", "F", "C", "F", "F", "O", "I", "H"],
  "positions_angstrom": [[1.9078, 1.5378, 0.5221], [1.3192, 0.6140, -0.2055], [1.1135, 0.9914, -1.4342], [1.0377, -0.5744, 0.3220], [0.3843, -1.6255, -0.1950], [1.4115, -0.7272, 1.6285], [-2.0600, 0.1653, -0.6900], [-3.6822, 0.0596, 0.3515], [-1.4317, -0.4410, -0.2994]],
  "forces_ev_per_a": [[0.000, -0.009, -0.134], [-0.122, -0.812, 0.181], [-0.217, -0.041, -0.307], [0.477, 0.272, 1.478], [0.695, 1.086, 0.355], [-0.744, -0.472, -1.541], [0.561, 0.347, -0.660], [-0.818, -0.044, 0.523], [0.168, -0.327, 0.105]]
}

{
  "formula": "C2HF4IO",
  "method": "ωB97M-V/def2-TZVPD",
  "relative_energy_kj_mol": 253.7,
  "species": ["C", "C", "O", "F", "F", "F", "F", "I", "H"],
  "positions_angstrom": [[-0.8458, -0.5232, -0.1876], [0.7089, 1.1000, 0.4842], [-0.2885, -1.1849, -1.1021], [-0.9288, -1.1495, 0.9844], [-2.0390, 0.1460, -0.4560], [0.4121, 2.3184, 0.0097], [0.8350, 1.0572, 1.8470], [2.4270, 0.4051, -0.5727], [-0.2808, -2.1691, -1.0069]],
  "forces_ev_per_a": [[0.231, 4.713, 3.758], [-1.762, -2.310, -1.001], [0.491, -1.853, -2.504], [-0.624, -0.250, -0.173], [1.890, -1.397, 0.097], [-0.134, -0.439, 1.104], [-0.292, 0.520, -1.840], [0.308, 0.050, 0.340], [-0.108, 0.966, 0.220]]
}

{
  "formula": "C2HF5",
  "method": "ωB97M-V/def2-TZVPD",
  "smiles": "FC(F)C(F)(F)F",
  "relative_energy_kj_mol": 44.6,
  "species": ["F", "C", "F", "C", "F", "F", "F", "H"],
  "positions_angstrom": [[1.1899, -1.2127, 0.2789], [0.7617, 0.0172, -0.2148], [1.4278, 1.0774, 0.3048], [-0.7549, 0.0664, 0.1690], [-0.9953, -0.4197, 1.4159], [-1.2406, 1.3388, 0.0492], [-1.3984, -0.8409, -0.6284], [1.0098, -0.0265, -1.3746]],
  "forces_ev_per_a": [[0.062, 1.597, -0.117], [0.535, -1.026, -1.828], [-0.301, -0.982, 0.183], [-0.393, -0.759, 0.121], [0.526, 1.270, -0.790], [0.298, -1.919, 0.027], [0.306, 1.542, 0.037], [-1.033, 0.278, 2.367]]
}

{
  "formula": "C2HF5NO",
  "method": "ωB97M-V/def2-TZVPD",
  "total_charge": -1,
  "relative_energy_kj_mol": 150.2,
  "species": ["C", "C", "N", "O", "F", "F", "F", "F", "F", "H"],
  "positions_angstrom": [[0.6124, -1.2706, 0.1674], [2.7708, -0.0054, -0.2094], [-0.1856, -0.3401, -0.3143], [-0.9469, -0.5417, -1.3653], [0.8122, -1.2407, 1.4782], [0.7568, -2.5215, -0.2569], [3.6246, -0.1413, -1.3277], [2.2618, 1.2765, -0.3245], [3.5996, 0.0334, 0.9034], [0.0442, 0.5741, 0.1254]],
  "forces_ev_per_a": [[0.215, 0.874, -0.054], [-1.018, -1.956, -0.256], [0.852, -2.034, 0.868], [-0.069, 0.664, -0.490], [0.575, 0.146, 0.378], [-0.641, 1.362, -0.260], [-0.061, 0.511, 0.852], [0.372, 0.376, 0.036], [0.381, 0.510, -0.415], [-0.607, -0.453, -0.660]]
}

{
  "formula": "C2HF5NO4S2Sm",
  "method": "ωB97M-V/def2-TZVPD",
  "spin_multiplicity": 6,
  "total_charge": 2,
  "species": ["O", "S", "O", "N", "S", "O", "O", "C", "F", "F", "C", "F", "F", "F", "H", "Sm"],
  "positions_angstrom": [[1.1966, -1.6823, 0.8682], [1.8884, -0.7991, -0.2042], [3.3202, -1.1962, -0.1589], [1.7358, 0.7910, 0.2351], [0.2243, 1.4416, -0.2689], [0.1046, 1.5431, -1.6814], [0.1793, 2.7500, 0.2728], [-1.2308, 0.5377, 0.4527], [-0.9025, 0.0172, 1.6732], [-2.1358, 1.4574, 0.6954], [-1.8992, -0.5016, -0.5059], [-1.0103, -1.3400, -1.0718], [-2.6444, 0.0967, -1.3847], [-2.7022, -1.2460, 0.2547], [1.4235, -1.0986, -1.4737], [2.4526, -0.7709, 2.2973]],
  "forces_ev_per_a": [[0.072, 0.500, -0.555], [1.137, 0.702, -2.715], [-1.570, 0.991, 1.531], [-0.090, -4.303, 0.265], [-0.827, 4.855, -1.375], [0.424, -2.814, -0.506], [0.469, -0.522, 2.165], [-0.713, -0.134, 0.507], [0.619, -0.372, -0.524], [0.176, 0.315, -0.285], [-1.145, -0.999, 1.001], [0.423, 0.495, -0.101], [0.528, 0.317, -0.621], [0.300, -0.034, 0.173], [-0.366, 0.126, 0.574], [0.564, 0.879, 0.465]]
}

{
  "formula": "C2HF6NO5PmS2",
  "method": "ωB97M-V/def2-TZVPD",
  "spin_multiplicity": 5,
  "total_charge": 1,
  "species": ["Pm", "N", "S", "O", "O", "C", "F", "F", "F", "S", "O", "C", "F", "F", "F", "O", "H", "O"],
  "positions_angstrom": [[-1.7939, -1.1451, -0.7560], [-0.1094, 2.5077, 0.0709], [-0.4750, 1.5872, 1.2818], [-0.9856, 2.3506, 2.4076], [-1.2741, 0.3702, 0.8960], [1.1026, 0.7879, 1.8870], [1.9501, 1.7281, 2.2555], [1.6318, 0.0742, 0.9074], [0.8338, 0.0033, 2.9132], [0.0836, 1.8270, -1.4398], [1.2567, 2.4762, -2.0990], [-1.3784, 2.7106, -2.2153], [-2.5027, 2.3246, -1.6314], [-1.2595, 4.0231, -2.1237], [-1.4184, 2.3704, -3.4978], [-1.5910, -2.9662, -2.2511], [-2.2302, -3.1317, -2.9563], [-0.8868, -1.6753, -2.6904]],
  "forces_ev_per_a": [[1.541, 1.048, -0.987], [-0.413, -1.289, 0.049], [0.661, 3.192, 1.702], [0.539, -1.636, -1.863], [-0.681, -1.610, -1.169], [-0.182, 0.853, 0.490], [-0.208, -0.084, -0.144], [0.132, -0.485, -0.612], [-0.125, -0.284, 0.115], [1.374, 1.816, -0.364], [-1.853, -1.630, 0.994], [1.226, 1.036, -0.486], [-0.854, -0.644, 0.497], [-0.050, -0.418, 0.144], [-0.136, -0.255, -0.138], [0.705, 1.517, 0.176], [0.013, -0.096, -0.448], [-1.690, -1.031, 2.044]]
}

no.,molar mass (g mol⁻¹),E (a.u.)
1,111.02,-502.33403
2,335.83,-971.58680
3,222.94,-728.73764
4,127.01,-772.48604
5,127.01,-772.41495
6,98.02,-451.49864
7,243.93,-849.10890
8,243.93,-849.10517
9,120.02,-576.13749
10,150.03,-706.04570
11,412.52,-2385.33749
12,442.15,-2511.30432